[1]
# C35H40Cl5GeNNiSiTe

C35H40Cl5GeNNiSiTe as an isolated structure (ωB97M-V/def2-TZVPD, OMol25).

```
! wB97M-V def2-TZVPD RIJCOSX def2/J DEFGRID3
* xyz -2 3
Ni -3.242 0.990 0.941
Cl -1.115 2.448 2.320
C -2.256 3.586 1.657
C -3.157 2.923 0.812
C -4.014 3.789 0.101
Cl -5.145 3.252 -1.063
C -4.012 5.207 0.352
Cl -5.300 6.177 -0.448
C -3.062 5.749 1.171
Cl -2.823 7.478 1.299
C -2.187 4.923 1.884
Cl -0.911 5.497 2.899
C -4.154 -0.522 0.494
Si -2.873 -1.825 0.558
C -1.916 -1.798 -1.124
N -1.630 -0.394 -1.615
C -1.923 -0.164 -2.966
C -1.096 1.067 -3.479
C -1.167 2.415 -2.593
C -0.601 1.996 -1.253
C -1.356 0.600 -0.715
C -3.259 -3.664 0.631
C -2.518 -4.742 1.265
C -3.051 -6.011 1.168
C -4.218 -6.265 0.406
C -4.769 -5.256 -0.342
C -4.409 -3.939 -0.117
C -1.695 -1.485 1.880
C -1.856 -0.957 3.270
C -0.858 -0.658 4.117
C 0.372 -0.729 3.554
C 0.591 -1.304 2.416
C -0.332 -1.711 1.517
H -5.035 -0.477 1.342
H -4.517 -0.453 -0.535
H -2.528 -2.433 -1.969
H -0.717 -2.374 -1.197
H -3.045 -0.285 -3.024
H -1.513 -1.135 -3.535
H -1.843 1.492 -4.390
H -0.064 0.746 -3.768
H -2.216 2.491 -2.462
H -0.676 3.353 -2.715
H -0.689 3.018 -0.554
H 0.455 1.606 -1.494
H -1.099 0.252 0.145
H -0.160 -3.263 -7.288
H -1.523 -4.612 1.702
H -2.480 -6.908 1.423
H -4.574 -7.278 0.257
H -5.654 -5.515 -1.057
H -4.815 -3.021 -0.659
H -2.932 -0.647 3.369
H -1.434 -0.462 5.087
H 0.759 0.138 3.930
H 1.694 -1.226 2.050
H -0.580 -2.793 1.182
C 5.394 2.236 3.198
Ge 5.883 0.835 1.816
C 6.841 1.657 0.595
C 6.760 -0.459 3.021
C 4.552 -0.070 0.801
H 5.453 1.924 4.108
H 4.656 2.982 2.885
H 6.219 2.999 3.001
H -6.887 -1.111 4.529
H 7.849 1.160 1.422
H 6.647 1.032 -0.362
H 7.393 -1.011 2.180
H 6.045 -1.132 3.524
H 7.058 0.107 3.861
H 3.582 -0.550 1.150
H 4.627 -0.908 -0.111
Te 3.267 1.281 -0.229
C 3.561 0.552 -2.104
C 3.532 1.569 -3.012
C 3.871 1.182 -4.449
C 3.524 -0.051 -4.935
C 3.246 -0.992 -3.976
C 3.379 -0.726 -2.432
H 4.195 2.251 -2.570
H 4.229 2.127 -4.904
H 3.871 -0.312 -5.775
H 3.112 -1.982 -4.560
H 3.269 -1.472 -1.510
*
```

Its HOMO energy (alpha / beta) is -1.199 / -1.199 eV. As for the total energy: -213749.6861 eV. As for the expectation value of S²: 2.000.



[2]
# C35H40FN6O8RuSe3Te

C35H40FN6O8RuSe3Te as an isolated structure (ωB97M-V/def2-TZVPD, OMol25).

```
! wB97M-V def2-TZVPD RIJCOSX def2/J DEFGRID3
* xyz -2 6
Ru -1.086 -0.154 0.063
Se -3.392 1.167 -1.072
Se -1.985 -0.754 -2.870
C -2.658 -2.080 -1.693
C -3.863 -2.747 -1.905
C -4.221 -3.781 -1.058
C -3.318 -4.160 -0.071
C -2.157 -3.432 0.084
N -1.844 -2.361 -0.660
C -1.988 2.263 -1.701
C -2.203 3.331 -2.570
C -1.109 4.051 -3.012
C 0.159 3.695 -2.576
C 0.276 2.622 -1.708
N -0.769 1.925 -1.282
H -4.497 -2.428 -2.720
H -5.162 -4.302 -1.185
H -3.510 -5.012 0.569
H -1.422 -3.717 0.826
H -3.210 3.552 -2.896
H -1.245 4.878 -3.701
H 1.041 4.221 -2.915
H 1.248 2.296 -1.353
C 2.480 -0.873 5.083
C 2.574 -0.402 3.633
C 3.659 -1.198 2.900
C 2.906 1.094 3.602
N 1.279 -0.723 3.016
N 1.109 -0.303 1.667
H 3.443 -0.750 5.583
H 2.194 -1.925 5.115
H 1.730 -0.295 5.629
H 4.595 -1.180 3.462
H 3.856 -0.784 1.910
H 3.330 -2.232 2.784
H 3.878 1.281 4.066
H 2.149 1.660 4.147
H 2.941 1.464 2.576
H 0.528 -0.292 3.546
H 1.901 -0.623 1.124
H 1.047 0.711 1.587
C -3.284 -1.531 4.250
C -2.098 -2.115 3.828
C -1.543 -1.757 2.603
C -2.131 -0.797 1.768
C -3.332 -0.233 2.214
C -3.900 -0.594 3.434
H -3.715 -1.786 5.212
H -1.590 -2.836 4.463
H -0.613 -2.227 2.309
H -3.834 0.513 1.606
H -4.823 -0.118 3.758
F -0.875 0.358 6.128
C -0.229 1.415 5.609
C -0.698 1.981 4.476
N -0.098 3.081 3.925
C -0.778 3.782 2.841
C -1.381 2.837 1.764
O -2.391 3.280 1.218
O -0.756 1.754 1.614
C 1.038 3.628 4.478
O 1.601 4.617 4.044
N 1.507 2.972 5.597
C 0.913 1.916 6.306
O 1.395 1.552 7.360
H -1.566 1.590 3.958
H -0.056 4.433 2.355
H -1.589 4.397 3.235
H 2.319 3.383 6.030
O 0.967 0.353 -3.790
Se 1.728 -0.362 -2.595
O 3.267 0.058 -2.527
O 1.067 -0.237 -1.093
O 1.669 -2.081 -2.742
C 3.615 -8.449 -2.926
C 3.146 -7.097 -2.454
C 1.886 -6.619 -2.777
C 1.440 -5.376 -2.335
C 0.060 -4.907 -2.712
C 2.283 -4.580 -1.543
Te 1.568 -2.680 -0.777
C 3.574 -5.041 -1.237
C 4.542 -4.220 -0.420
C 3.979 -6.293 -1.690
H 2.826 -8.966 -3.470
H 3.913 -9.067 -2.076
H 4.480 -8.348 -3.585
H 1.227 -7.229 -3.388
H -0.400 -5.573 -3.443
H 0.104 -3.902 -3.135
H -0.578 -4.864 -1.829
H 4.476 -3.168 -0.694
H 5.565 -4.567 -0.574
H 4.304 -4.294 0.644
H 4.975 -6.650 -1.443
*
```

Its HOMO energy (alpha / beta) is -0.772 / -2.058 eV. As for the total energy: -270893.9071 eV. As for the expectation value of S²: 8.770.



[3]
# C35H40KN4O4PSSe2

C35H40KN4O4PSSe2 as an isolated structure (ωB97M-V/def2-TZVPD, OMol25).

```
! wB97M-V def2-TZVPD RIJCOSX def2/J DEFGRID3
* xyz -2 1
K 0.125 0.025 0.361
C 3.959 -0.084 0.995
C 3.634 -1.016 2.132
C 4.597 -1.247 3.146
C 4.285 -2.093 4.164
C 3.026 -2.735 4.193
C 2.673 -3.619 5.238
C 1.439 -4.213 5.199
C 0.545 -3.967 4.150
C 0.828 -3.112 3.082
S -0.298 -2.885 1.801
C 2.124 -2.460 3.131
N 2.459 -1.593 2.135
H 4.671 0.686 1.301
H 3.053 0.393 0.630
H 4.393 -0.631 0.155
H 5.554 -0.739 3.100
H 4.988 -2.289 4.968
H 3.379 -3.803 6.041
H 1.136 -4.892 5.990
H -0.419 -4.461 4.147
C -6.132 -1.530 -0.818
Se -4.213 -1.285 -1.074
C -4.350 0.593 -1.586
C -4.434 1.557 -0.411
Se -2.682 1.757 0.413
C -3.162 3.041 1.780
H -6.293 -2.574 -0.550
H -6.683 -1.315 -1.734
H -6.516 -0.906 -0.011
H -5.243 0.677 -2.209
H -3.471 0.794 -2.199
H -5.163 1.214 0.328
H -4.753 2.540 -0.771
H -3.614 3.928 1.335
H -2.220 3.309 2.259
H -3.836 2.606 2.517
N -0.549 -2.958 -2.482
C -0.650 -1.831 -3.404
C -0.965 -0.455 -2.785
O -0.756 0.548 -3.503
O -1.436 -0.459 -1.616
H -1.394 -2.960 -1.917
H 0.173 -2.756 -1.798
H -1.461 -2.041 -4.110
H 0.259 -1.735 -4.002
O 0.628 3.602 3.188
C 0.877 3.153 2.067
O 0.211 2.370 1.335
C 2.208 3.597 1.385
P 2.067 3.132 -0.390
C 0.683 4.165 -0.996
C 0.513 5.505 -0.649
C -0.558 6.230 -1.146
C -1.470 5.623 -2.005
C -1.307 4.292 -2.354
C -0.237 3.561 -1.848
C 3.506 4.016 -1.132
C 4.739 4.087 -0.478
C 5.861 4.609 -1.109
C 5.781 5.074 -2.414
C 4.563 5.010 -3.080
C 3.444 4.488 -2.447
H 3.025 3.032 1.842
H 2.396 4.658 1.561
H 1.222 5.979 0.020
H -0.688 7.268 -0.860
H -2.312 6.188 -2.389
H -2.016 3.795 -3.004
H -0.161 2.512 -2.122
H 4.826 3.730 0.541
H 6.803 4.651 -0.574
H 6.656 5.481 -2.907
H 4.481 5.371 -4.099
H 2.500 4.448 -2.980
N 4.740 -1.443 -5.044
C 3.858 -1.207 -3.983
C 3.314 0.054 -3.768
C 2.459 0.241 -2.696
N 2.133 -0.720 -1.832
C 2.668 -1.920 -2.040
C 3.524 -2.216 -3.086
H 4.617 -0.809 -5.818
H 4.749 -2.402 -5.354
H 3.535 0.883 -4.430
H 1.996 1.205 -2.530
H 2.400 -2.694 -1.326
H 3.914 -3.221 -3.200
*
```

Its HOMO energy is -1.394 eV. As for the total energy: -218241.4186 eV.



[4]
# C35H40N4P2Zn

C35H40N4P2Zn as an isolated structure (ωB97M-V/def2-TZVPD, OMol25).

```
! wB97M-V def2-TZVPD RIJCOSX def2/J DEFGRID3
* xyz 0 1
Zn -2.188 -2.083 -0.332
C -3.080 -2.880 -1.895
C -2.236 -2.089 -2.690
C -2.625 -0.863 -3.436
C -3.570 0.078 -2.656
C -3.310 0.075 -1.206
C -3.762 -0.813 -0.236
C -4.920 -1.771 -0.521
C -4.583 -2.615 -1.772
C -0.462 -0.312 2.845
H -2.818 -3.929 -1.725
H -1.327 -2.532 -3.122
H -3.078 -1.064 -4.430
H -1.695 -0.311 -3.665
H -3.408 1.113 -3.018
H -4.614 -0.208 -2.852
H -3.068 1.068 -0.832
H -3.708 -0.369 0.757
H -5.917 -1.294 -0.601
H -4.959 -2.472 0.327
H -5.095 -3.587 -1.731
H -4.962 -2.108 -2.661
H 0.159 -1.186 3.027
H -1.444 -0.365 3.350
H 0.052 0.635 2.932
P -0.451 1.483 0.609
P 1.887 -0.450 -0.877
N -2.260 2.081 1.055
N 0.071 3.126 0.468
N 0.839 -1.873 -0.719
N 3.204 -1.137 -1.662
C -0.424 1.105 -1.231
C 0.927 0.704 -1.899
C -3.012 1.390 2.019
C -4.279 1.951 2.146
C -4.322 3.043 1.233
C -3.079 3.113 0.597
C 0.265 3.862 1.647
C 0.633 5.156 1.316
C 0.679 5.237 -0.118
C 0.326 3.980 -0.607
C 0.242 -2.184 0.492
C -0.571 -3.346 0.344
C -0.319 -3.816 -1.013
C 0.505 -2.873 -1.633
C 3.272 -1.715 -2.939
C 4.560 -2.191 -3.126
C 5.300 -1.916 -1.928
C 4.453 -1.273 -1.041
H -0.909 1.920 -1.799
H -1.107 0.240 -1.321
H 0.727 0.215 -2.878
H 1.579 1.583 -2.075
H -2.569 0.618 2.588
H -5.042 1.623 2.841
H -5.166 3.700 1.093
H -2.715 3.846 -0.114
H 0.118 3.377 2.593
H 0.833 5.950 2.014
H 0.934 6.094 -0.715
H 0.256 3.621 -1.614
H 0.742 -1.852 1.384
H -0.935 -3.925 1.198
H -0.729 -4.718 -1.450
H 0.935 -2.853 -2.629
H 2.413 -1.687 -3.595
H 4.931 -2.681 -4.014
H 6.333 -2.169 -1.752
H 4.606 -0.868 -0.048
C 2.223 0.131 0.709
C 2.949 0.236 1.716
C 3.931 0.285 2.748
C 4.586 -0.900 3.184
C 5.756 -0.823 3.939
C 6.241 0.432 4.335
C 5.542 1.607 4.019
C 4.373 1.529 3.261
H 4.171 -1.873 2.905
H 6.284 -1.740 4.215
H 7.174 0.496 4.896
H 5.910 2.582 4.351
H 3.800 2.428 3.024
*
```

Its HOMO energy (alpha / beta) is -4.441 / -4.435 eV. As for the total energy: -109886.3319 eV.



[5]
# C35H41Br2N2O6SSiZn

C35H41Br2N2O6SSiZn as an isolated structure (ωB97M-V/def2-TZVPD, OMol25).

```
! wB97M-V def2-TZVPD RIJCOSX def2/J DEFGRID3
* xyz -1 1
Zn -0.581 0.556 0.209
Br 1.854 -3.103 6.028
C 1.061 -2.512 4.396
C -0.261 -2.883 4.095
C -0.834 -2.472 2.924
C -0.130 -1.684 1.961
O -0.693 -1.365 0.858
C 1.209 -1.303 2.316
C 1.979 -0.394 1.522
N 1.609 0.091 0.387
C 2.417 0.995 -0.298
C 3.792 0.999 -0.290
C 4.522 1.954 -1.026
C 3.887 2.886 -1.796
C 2.474 2.877 -1.879
C 1.743 3.754 -2.713
C 0.385 3.652 -2.779
C -0.266 2.683 -1.992
N 0.378 1.867 -1.201
C 1.737 1.935 -1.133
C 1.772 -1.728 3.536
H -0.821 -3.482 4.801
H -1.860 -2.731 2.687
H 2.926 -0.064 1.961
H 4.321 0.243 0.278
H 5.605 1.935 -0.986
H 4.447 3.623 -2.362
H 2.278 4.497 -3.294
H -0.199 4.300 -3.418
H -1.344 2.575 -2.022
H 2.781 -1.423 3.789
C -1.751 6.750 1.698
C -0.633 5.992 0.973
C -0.728 6.287 -0.519
C 0.739 6.414 1.496
O -0.760 4.566 1.099
Si -1.211 3.667 2.413
S -0.573 1.700 2.280
O -2.830 3.859 2.664
C -3.973 3.363 1.969
C -4.243 1.920 2.393
C -5.132 4.260 2.389
C -3.761 3.441 0.459
O -0.544 4.435 3.711
C -0.517 4.269 5.126
C -1.134 5.535 5.717
C 0.951 4.146 5.526
C -1.298 3.049 5.609
H -1.693 7.814 1.454
H -1.671 6.625 2.778
H -2.727 6.369 1.383
H -0.619 7.359 -0.703
H -1.695 5.955 -0.904
H 0.061 5.753 -1.050
H 0.875 7.494 1.384
H 1.524 5.896 0.937
H 0.827 6.145 2.548
H -4.293 1.858 3.484
H -3.437 1.268 2.051
H -5.194 1.574 1.974
H -5.210 4.268 3.479
H -6.075 3.902 1.966
H -4.957 5.284 2.048
H -2.920 2.810 0.161
H -3.554 4.472 0.156
H -4.654 3.088 -0.065
H -0.575 6.415 5.388
H -1.124 5.496 6.810
H -2.167 5.630 5.372
H 1.493 5.058 5.262
H 1.398 3.306 4.988
H 1.049 3.972 6.602
H -2.350 3.135 5.322
H -1.229 2.982 6.698
H -0.903 2.134 5.167
Br -6.297 -0.737 -5.557
C -5.795 -0.284 -3.772
C -6.794 -0.042 -2.846
C -6.426 0.281 -1.545
C -5.084 0.363 -1.197
C -4.095 0.123 -2.147
C -4.454 -0.209 -3.445
C -2.624 0.225 -1.782
O -1.786 -0.093 -2.626
O -2.391 0.677 -0.602
H -7.835 -0.108 -3.133
H -7.191 0.473 -0.802
H -4.776 0.608 -0.189
H -3.683 -0.405 -4.179
*
```

Its HOMO energy is -5.005 eV. As for the total energy: -259453.5049 eV.